Run P
C5H17NO2 | wB97M-V/def2-TZVPD

gap between HOMO and LUMO	0.3582	hartree

Positions of all 25 atoms, in Å:
1 C -1.246 -2.545 1.632
2 C 0.096 -1.855 1.603
3 C 0.013 -0.618 0.687
4 C 1.315 0.182 0.739
5 C 1.241 1.571 0.111
6 N 2.527 1.959 -0.522
7 H -1.732 -2.878 2.564
8 H -1.284 -3.495 1.105
9 H -2.057 -1.931 1.196
10 H 0.358 -1.515 2.619
11 H 0.926 -2.462 1.220
12 H -0.797 0.005 1.101
13 H -0.301 -0.886 -0.331
14 H 2.023 -0.394 0.121
15 H 1.716 0.038 1.749
16 H 1.058 2.389 0.813
17 H 0.432 1.608 -0.621
18 H 3.296 1.682 0.072
19 H 2.648 1.583 -1.450
20 O -3.082 1.498 0.544
21 H -3.320 1.019 1.349
22 H -2.550 0.822 0.120
23 O -0.416 1.358 -5.053
24 H -1.056 1.083 -5.710
25 H 0.191 1.781 -5.658



Run Q
C5H17NO2 | wB97M-V/def2-TZVPD

gap between HOMO and LUMO	0.3676	hartree

Positions of all 25 atoms, in Å:
1 C 0.175 -3.086 0.159
2 C -0.702 -1.877 0.476
3 C -0.214 -0.507 -0.121
4 C -0.998 -0.060 -1.322
5 C -0.402 0.319 1.133
6 N 0.193 1.606 0.836
7 H -0.443 -3.936 0.344
8 H 0.501 -3.211 -0.878
9 H 1.102 -3.180 0.756
10 H -1.729 -2.073 0.181
11 H -0.721 -1.939 1.593
12 H 0.929 -0.432 -0.205
13 H -1.903 -0.644 -1.589
14 H -1.449 0.881 -1.010
15 H -0.424 0.006 -2.207
16 H -1.495 0.594 1.484
17 H 0.221 -0.252 1.937
18 H 1.168 1.698 1.299
19 H -0.248 2.399 1.171
20 O 3.576 -0.214 -0.874
21 H 3.427 -1.152 -1.307
22 H 3.257 0.426 -1.548
23 O -1.990 3.322 -0.008
24 H -2.420 2.817 -0.726
25 H -0.963 3.165 -0.043



Most stable = run P



Run P
C12H36O12 | wB97M-V/def2-TZVPD

gap between HOMO and LUMO	0.3811	hartree

Positions of all 60 atoms, in Å:
1 O -2.286 14.211 4.627
2 C -1.117 14.751 4.058
3 C -1.373 14.950 2.587
4 O -1.986 16.199 2.290
5 H -2.220 14.062 5.583
6 H -0.870 15.724 4.506
7 H -0.224 14.131 4.203
8 H -2.033 14.131 2.270
9 H -0.462 14.866 1.995
10 H -2.931 16.113 2.481
11 O 1.398 10.176 1.059
12 C 0.454 10.921 1.809
13 C -0.751 11.306 0.982
14 O -1.539 10.183 0.643
15 H 1.780 10.761 0.397
16 H 0.139 10.316 2.658
17 H 0.918 11.826 2.231
18 H -0.390 11.778 0.055
19 H -1.384 12.007 1.526
20 H -1.031 9.649 0.025
21 O 0.461 17.518 2.103
22 C 0.544 17.538 0.694
23 C 1.946 17.837 0.270
24 O 2.333 19.188 0.528
25 H -0.476 17.437 2.330
26 H 0.243 16.572 0.256
27 H -0.113 18.301 0.254
28 H 2.055 17.635 -0.804
29 H 2.672 17.201 0.775
30 H 1.907 19.737 -0.137
31 O -2.049 13.698 7.406
32 C -0.744 14.089 7.875
33 C 0.255 12.980 7.693
34 O 0.496 12.713 6.310
35 H -2.493 13.166 8.072
36 H -0.479 14.965 7.288
37 H -0.797 14.370 8.931
38 H -0.071 12.064 8.195
39 H 1.208 13.259 8.149
40 H -0.109 12.026 6.015
41 O -4.812 16.445 2.732
42 C -5.968 15.748 3.200
43 C -5.789 14.267 3.017
44 O -4.951 13.651 3.967
45 H -4.913 17.373 2.960
46 H -6.217 16.009 4.233
47 H -6.853 16.057 2.615
48 H -5.450 14.076 1.989
49 H -6.763 13.786 3.118
50 H -4.100 14.112 4.009
51 O -4.261 12.665 -0.826
52 C -3.661 13.899 -0.486
53 C -2.505 14.291 -1.374
54 O -3.051 14.826 -2.574
55 H -4.775 12.786 -1.631
56 H -4.381 14.723 -0.455
57 H -3.312 13.794 0.546
58 H -1.845 13.442 -1.575
59 H -1.929 15.045 -0.819
60 H -2.377 15.343 -3.022



Run Q
C12H36O12 | wB97M-V/def2-TZVPD

gap between HOMO and LUMO	0.3805	hartree

Positions of all 60 atoms, in Å:
1 O 6.636 0.775 4.516
2 C 5.325 0.606 4.017
3 C 4.514 1.940 3.952
4 O 4.559 2.704 5.265
5 H 7.217 0.013 4.466
6 H 5.493 0.229 3.008
7 H 4.896 -0.192 4.622
8 H 3.463 1.709 3.776
9 H 4.643 2.574 3.076
10 H 5.477 2.599 5.525
11 O 4.606 1.479 -1.992
12 C 6.012 1.085 -2.007
13 C 6.921 1.958 -2.993
14 O 7.221 3.325 -2.604
15 H 4.196 1.536 -2.858
16 H 6.172 1.387 -0.972
17 H 6.153 0.007 -2.087
18 H 6.375 1.886 -3.933
19 H 7.892 1.468 -3.073
20 H 8.160 3.314 -2.404
21 O 0.194 1.121 -0.172
22 C -0.984 1.450 -1.031
23 C -1.454 0.258 -1.953
24 O -2.369 0.543 -3.025
25 H 0.950 1.492 -0.632
26 H -1.801 1.900 -0.467
27 H -0.575 2.212 -1.695
28 H -2.040 -0.417 -1.329
29 H -0.600 -0.400 -2.118
30 H -2.425 -0.223 -3.601
31 O 0.774 -0.782 6.743
32 C 0.653 -1.853 5.763
33 C -0.291 -1.500 4.558
34 O -1.696 -1.473 4.837
35 H 0.727 0.066 6.294
36 H 1.614 -2.275 5.468
37 H 0.162 -2.660 6.307
38 H -0.092 -2.134 3.694
39 H -0.027 -0.531 4.133
40 H -1.744 -0.564 5.140
41 O -5.388 -3.144 2.786
42 C -5.806 -2.408 1.673
43 C -5.890 -0.937 2.113
44 O -6.521 -0.909 3.406
45 H -4.573 -2.752 3.108
46 H -5.079 -2.470 0.863
47 H -6.756 -2.766 1.277
48 H -6.474 -0.398 1.366
49 H -4.853 -0.603 2.077
50 H -6.575 -1.812 3.730
51 O -3.843 -1.775 -6.838
52 C -4.963 -1.131 -7.254
53 C -4.803 -0.162 -8.479
54 O -4.088 1.004 -8.406
55 H -4.051 -2.572 -6.345
56 H -5.720 -1.914 -7.215
57 H -5.134 -0.467 -6.406
58 H -5.827 0.008 -8.809
59 H -4.518 -0.728 -9.366
60 H -4.045 1.306 -7.496



Most stable = run P



Run P
C4H9O2 | wB97M-V/def2-TZVPD

charge	-1
gap between HOMO and LUMO	0.2701	hartree

Positions of all 15 atoms, in Å:
1 C 1.192 1.437 0.334
2 C 1.680 1.039 1.728
3 H 1.993 1.342 -0.415
4 H 0.394 0.796 -0.039
5 H 0.958 2.508 0.311
6 H 1.944 -0.018 1.727
7 H 2.477 1.697 2.073
8 H 0.835 1.183 2.408
9 C -2.107 -1.089 -0.812
10 C -1.002 -1.909 -1.588
11 O -1.219 -1.847 -2.828
12 O -0.132 -2.559 -0.981
13 H -3.065 -1.409 -1.189
14 H -2.091 0.002 -0.984
15 H -1.858 -1.174 0.254



Run Q
C4H9O2 | wB97M-V/def2-TZVPD

charge	-1
gap between HOMO and LUMO	0.2954	hartree

Positions of all 15 atoms, in Å:
1 C -0.082 -1.348 -1.927
2 C -0.095 -1.556 -0.414
3 H -1.102 -1.361 -2.327
4 H 0.312 -0.365 -2.184
5 H 0.455 -2.212 -2.337
6 H -0.459 -0.678 0.140
7 H -0.590 -2.476 -0.086
8 H 0.933 -1.718 -0.045
9 C 0.632 1.604 1.702
10 C -0.593 1.706 0.787
11 O -0.577 2.586 -0.110
12 O -1.497 0.834 0.943
13 H 0.490 0.792 2.404
14 H 0.622 2.512 2.334
15 H 1.550 1.680 1.120



Most stable = run Q



Run P
C4H9O2 | wB97M-V/def2-TZVPD

charge	-1
gap between HOMO and LUMO	0.2769	hartree

Positions of all 15 atoms, in Å:
1 C -1.446 1.003 1.386
2 C -2.508 0.363 0.468
3 O -2.786 1.004 -0.568
4 O -2.883 -0.777 0.821
5 H -0.474 0.528 1.191
6 H -1.660 0.830 2.449
7 H -1.290 2.070 1.228
8 C 2.248 -0.599 -0.436
9 C 1.001 -0.670 -1.310
10 H 2.251 0.269 0.226
11 H 2.372 -1.471 0.205
12 H 3.160 -0.496 -1.036
13 H 0.779 -1.693 -1.615
14 H 1.141 -0.042 -2.184
15 H 0.093 -0.319 -0.824



Run Q
C4H9O2 | wB97M-V/def2-TZVPD

charge	-1
gap between HOMO and LUMO	0.2826	hartree

Positions of all 15 atoms, in Å:
1 C 1.032 -0.587 -1.361
2 C -0.442 -0.503 -0.966
3 C -0.776 0.836 -0.236
4 O 0.248 1.158 0.668
5 C 0.046 0.231 2.079
6 O -0.080 -1.035 1.819
7 H 1.260 -1.511 -1.921
8 H 1.656 -0.564 -0.469
9 H 1.384 0.312 -1.977
10 H -1.175 -0.706 -1.843
11 H -0.581 -1.334 -0.187
12 H -0.896 1.651 -0.951
13 H -1.784 0.760 0.260
14 H 0.966 0.528 2.615
15 H -0.858 0.765 2.472



Run R
C4H9O2 | wB97M-V/def2-TZVPD

charge	-1
gap between HOMO and LUMO	0.2755	hartree

Positions of all 15 atoms, in Å:
1 C -1.339 1.441 -0.558
2 C -0.421 0.533 0.313
3 O -1.129 -0.252 1.166
4 C 0.465 -0.329 -0.601
5 C 1.256 -1.364 0.232
6 O 1.326 -1.002 1.596
7 H -2.030 0.771 -1.072
8 H -1.939 2.028 0.143
9 H -0.782 2.068 -1.263
10 H 0.276 1.234 0.826
11 H -0.140 -0.853 -1.354
12 H 1.125 0.312 -1.214
13 H 2.268 -1.485 -0.164
14 H 0.705 -2.311 0.164
15 H 0.359 -0.791 1.786



Run S
C4H9O2 | wB97M-V/def2-TZVPD

charge	-1
gap between HOMO and LUMO	0.2283	hartree

Positions of all 15 atoms, in Å:
1 O 2.740 0.382 0.470
2 C 1.661 1.157 0.483
3 C 0.474 0.533 -0.395
4 C -0.041 -0.770 0.152
5 C -1.481 -1.150 -0.173
6 O -2.420 -0.084 -0.018
7 H 1.226 1.316 1.503
8 H 1.806 2.131 -0.047
9 H 1.061 0.434 -1.292
10 H -0.301 1.306 -0.574
11 H 0.574 -1.612 -0.180
12 H 0.068 -0.849 1.240
13 H -1.838 -1.954 0.473
14 H -1.517 -1.517 -1.197
15 H -2.013 0.677 -0.444



Most stable = run P



Run P
C4H9O2 | wB97M-V/def2-TZVPD

charge	-1
gap between HOMO and LUMO	0.1932	hartree

Positions of all 15 atoms, in Å:
1 O -2.758 -1.471 -0.192
2 C -1.442 -1.456 -0.099
3 C -0.765 -0.158 0.354
4 C 0.611 0.141 -0.244
5 C 1.302 1.422 0.229
6 O 2.685 1.316 -0.065
7 H -0.924 -2.232 0.573
8 H -0.959 -1.755 -1.105
9 H -0.581 -0.134 1.448
10 H -1.440 0.703 0.232
11 H 1.247 -0.699 0.053
12 H 0.505 0.229 -1.329
13 H 1.142 1.597 1.301
14 H 0.778 2.260 -0.255
15 H 3.066 2.173 -0.222



Run Q
C4H9O2 | wB97M-V/def2-TZVPD

charge	-1
gap between HOMO and LUMO	0.2101	hartree

Positions of all 15 atoms, in Å:
1 O -1.991 -0.576 -2.550
2 C -0.884 -0.168 -1.949
3 C -0.654 -0.426 -0.391
4 C 0.349 0.510 0.231
5 C 0.466 -0.011 1.620
6 O 1.676 0.397 2.473
7 H 0.009 -0.669 -2.617
8 H -0.648 0.953 -2.098
9 H -0.453 -1.525 -0.360
10 H -1.757 -0.516 0.142
11 H 1.488 0.448 -0.350
12 H 0.149 1.608 0.423
13 H 0.488 -1.124 1.559
14 H -0.418 0.322 2.117
15 H 2.179 0.777 1.750



Run R
C4H9O2 | wB97M-V/def2-TZVPD

charge	-1
gap between HOMO and LUMO	0.2899	hartree

Positions of all 15 atoms, in Å:
1 C -0.258 1.467 1.217
2 C -1.358 2.038 2.128
3 H -0.679 1.105 0.275
4 H 0.478 2.219 0.980
5 H 0.179 0.529 1.551
6 H -1.630 1.358 2.938
7 H -0.963 2.906 2.694
8 H -2.190 2.441 1.560
9 C 1.291 -1.961 -0.460
10 C 0.338 -0.879 -1.094
11 O 0.953 0.110 -1.549
12 O -0.881 -1.138 -1.077
13 H 0.838 -2.505 0.364
14 H 2.238 -1.479 -0.210
15 H 1.495 -2.657 -1.280



Most stable = run R